No. 1
29
Properties=species:S:1:pos:R:3:forces:R:3:mulliken_charge:R:1 method="wB97M-V/def2-TZVPD" homo_lumo_gap_ha=0.2547 charge=0 de_lowest_kj_mol=572.3 e_homo_ev=-7.487
C 0.2025 -1.8752 -0.1631 -1.867 -0.625 0.274 0.08
C -0.9545 -2.2719 -0.0220 0.593 -0.002 0.082 -0.11
C 4.0508 -0.0278 0.2946 2.028 0.746 -0.655 -0.44
C 3.9839 -1.3586 -0.0457 0.424 -1.094 -0.186 -0.28
C 2.8638 0.7290 0.2961 -0.042 -1.857 0.331 -0.44
C 2.7210 -1.9586 -0.2566 0.407 0.104 0.383 -0.54
C 1.6389 0.0875 0.1771 -1.482 0.319 -1.475 0.50
C 1.4750 -1.2925 -0.1417 3.384 1.153 0.884 0.16
C -0.2465 3.0589 -0.0094 1.190 1.251 0.251 -0.21
C -1.0082 2.3860 1.0147 -0.096 -0.155 0.882 -0.40
C -0.8936 2.9608 -1.1829 1.651 0.704 0.420 -0.65
C -2.0970 1.8678 0.3876 -1.719 -0.567 1.281 -0.44
C -2.0221 2.0215 -1.1127 -0.536 1.974 0.949 -0.36
C -3.8150 -3.3594 0.6220 5.334 0.366 0.813 -0.93
Si -2.5841 -2.8357 -0.6972 -0.198 0.029 -1.664 -0.11
H 5.1544 0.3157 0.3684 -2.313 0.279 0.175 0.23
H 4.9968 -1.9512 -0.1613 -2.483 1.026 0.272 0.24
H 2.7843 1.7674 0.4128 0.484 1.331 0.264 0.42
H 2.8137 -2.9958 -0.4220 -0.588 -1.168 -0.424 0.41
H 0.7224 0.7178 0.0686 0.887 -0.554 0.581 -0.17
H 0.6933 3.6583 0.2405 -1.455 -0.908 -0.717 0.38
H -0.6100 2.4381 2.0844 -1.348 -0.474 -1.509 0.33
H -0.5035 3.5075 -1.9830 0.183 0.281 -1.680 0.45
H -2.9068 2.2330 -1.7576 0.481 -0.079 0.934 0.39
H -1.5921 1.1204 -1.4345 0.465 -1.829 -0.808 0.15
H -3.7178 -2.5570 1.3235 -0.135 0.009 1.271 0.28
H -4.7484 -3.5402 0.3639 -4.283 -0.567 -1.628 0.40
H -3.3578 -4.3256 0.9161 -0.109 0.445 0.673 0.26
H -3.0435 1.4798 0.8194 1.139 -0.137 0.027 0.40

No. 2
25
Properties=species:S:1:pos:R:3:forces:R:3:mulliken_charge:R:1 method="wB97M-V/def2-TZVPD" homo_lumo_gap_ha=0.3515 charge=0 de_lowest_kj_mol=218.8 smiles="C=C=C(CN)Cc1ccc(Cl)cc1" e_homo_ev=-8.753
C -3.3336 -1.9873 -0.4945 -0.116 -0.041 0.356 -0.99
C -2.3915 -1.1399 -0.2082 -0.140 0.486 0.122 -0.08
C -1.5549 -0.1722 0.0306 0.456 0.943 -0.945 0.77
C -1.4015 0.9862 -0.9813 -1.128 -0.761 0.329 -0.78
N -1.6429 2.2453 -0.2549 -1.022 -1.001 0.327 -0.52
C -0.6447 -0.0777 1.2331 -0.494 -1.676 1.002 -1.06
C 0.8186 -0.1215 0.8368 0.980 0.556 -1.367 0.18
C 1.4120 -1.3284 0.3934 0.423 0.468 0.321 -0.09
C 2.7252 -1.4136 -0.0835 0.652 0.782 -0.099 -0.80
C 3.4688 -0.2247 -0.1336 -0.501 -0.013 0.626 0.49
Cl 5.1960 -0.2606 -0.4355 -0.429 -0.070 -0.214 -0.23
C 2.8805 1.0196 0.1890 1.708 -0.095 -0.949 -0.64
C 1.5743 1.0787 0.6093 -1.482 -0.315 0.570 -0.16
H -3.1102 -2.8888 -1.0232 0.040 -0.433 -0.359 0.25
H -4.3506 -1.8495 -0.1417 0.078 0.045 -0.016 0.25
H -0.3754 1.0055 -1.3244 0.261 -0.035 -0.232 0.35
H -2.0847 0.7967 -1.8608 0.649 0.249 0.800 0.38
H -1.4472 2.9868 -0.8957 -0.324 0.753 -0.114 0.21
H -2.6362 2.2560 0.0830 1.334 0.340 -0.673 0.23
H -0.8787 -0.9984 1.8362 0.373 0.809 -0.322 0.43
H -0.9492 0.7707 1.8639 0.511 -0.052 -0.391 0.40
H 0.9284 -2.2861 0.4290 -0.750 -0.076 0.224 0.40
H 3.1851 -2.3734 -0.4093 -0.501 0.865 0.422 0.34
H 3.5396 1.9118 0.0027 -1.038 -0.828 0.450 0.30
H 1.0728 2.0649 0.7400 0.459 -0.899 0.134 0.36

No. 3
9
Properties=species:S:1:pos:R:3:forces:R:3:mulliken_charge:R:1 method="wB97M-V/def2-TZVPD" homo_lumo_gap_ha=0.3179 charge=0 de_lowest_kj_mol=275.5 e_homo_ev=-9.192
C -0.0719 -0.0221 -0.2320 -0.838 -0.257 -3.951 -0.46
P 0.8482 -1.5540 0.2172 1.910 0.963 -3.071 0.04
P 0.8469 1.4620 0.2541 1.775 -0.411 -0.614 0.02
I -2.2509 -0.1766 0.2136 1.092 0.326 -0.259 0.04
H -0.0374 0.1868 -1.9411 0.018 -1.074 4.258 0.28
H 0.5855 -1.7310 1.4884 -0.658 0.319 2.953 0.03
H -0.2023 -2.3010 -0.0937 -1.404 -1.785 -0.749 0.00
H 0.4962 2.2696 -0.8077 -0.018 0.493 -0.597 0.04
H -0.2142 1.8663 0.9012 -1.877 1.425 2.029 0.01